Entry 1:
The following is a quantum chemistry calculation of a single C4H4N2S molecule, from the OMol25 dataset.

Geometry as XYZ:
```
11
Properties=species:S:1:pos:R:3:forces:R:3
H -0.597 1.593 0.911 0.7 1.7 2.4
H -0.891 1.716 -0.832 0.7 0.2 0.0
S -0.057 -1.403 1.690 0.9 1.3 -2.5
C -0.120 -1.182 -1.081 -0.3 1.4 0.0
C 1.295 0.478 -0.041 0.6 -1.1 -0.1
H -2.000 0.821 0.103 1.3 0.3 0.5
N -0.104 -1.930 -1.944 -0.1 -0.6 -0.4
C -0.901 1.115 0.072 -3.8 -3.3 -2.9
H 1.071 -2.037 1.186 -0.9 0.4 0.5
C -0.023 -0.144 -0.069 0.8 -0.5 2.5
N 2.327 0.974 0.002 0.2 0.2 0.0
```
Positions in Å, forces in eV/Å.

Output
- SMILES string: CC(S)(C#N)C#N
- HOMO-LUMO gap: 9.28 eV

Entry 2:
The following is a quantum chemistry calculation of a molecular structure, C31H45BrFeN2P2, from the OMol25 dataset.

Geometry as XYZ:
```
82
Properties=species:S:1:pos:R:3:forces:R:3
Br -1.825 -0.034 1.617 1.1 -1.6 1.4
C 3.855 -3.960 -1.302 -2.1 0.4 0.7
H 0.524 0.279 -3.063 -0.1 0.0 0.3
H 0.005 3.183 -1.992 0.4 0.1 -0.8
H 2.612 -2.814 1.738 -0.2 0.7 -0.6
C 1.836 -2.355 1.102 -1.6 1.1 0.2
C -2.780 1.671 -3.585 -0.6 -0.8 -0.2
P 1.747 2.599 2.462 -1.2 1.1 1.3
P -1.402 1.524 -1.071 -0.2 -0.7 0.3
H -7.634 -0.555 -0.598 0.3 -1.0 0.9
H -1.914 -0.209 -2.750 -0.5 0.7 0.1
C 4.246 1.571 2.167 0.7 0.0 -0.5
H -2.749 -2.099 0.792 -0.7 -0.4 -1.9
C -4.865 -1.734 2.023 -0.3 0.1 -1.1
H -3.104 0.993 -4.396 0.1 0.7 0.0
H 0.954 2.128 -1.065 -0.3 -0.8 -0.9
C -0.500 -1.400 1.111 2.5 3.2 -1.8
C -2.401 4.233 -1.458 -0.7 0.2 0.5
C 5.592 -7.099 -2.616 -0.4 0.7 0.4
C 2.768 1.205 2.136 0.8 -0.8 -0.5
H 2.296 5.312 1.298 0.4 -0.3 -0.2
C -5.613 -1.162 -0.297 0.4 0.0 0.8
H 1.330 1.740 5.590 -0.5 0.0 -0.5
H 3.532 -6.811 -2.135 0.4 1.0 -0.1
H -4.065 -2.035 2.722 -0.5 0.2 -0.5
H 4.527 2.135 1.276 -0.1 0.1 0.0
H -3.551 2.531 -0.650 0.6 0.3 0.0
H -6.425 -1.635 3.488 -0.1 -0.4 -1.0
H -2.649 4.059 -2.532 0.4 0.3 1.0
C 0.566 2.436 5.185 1.3 0.3 -0.2
H -5.308 -1.012 -1.334 -0.2 -0.1 0.2
H 1.568 1.644 -3.362 0.3 0.0 -0.5
C -2.528 2.962 -0.600 0.8 -0.3 -0.3
H -0.342 2.278 5.789 0.2 0.2 -0.6
C 2.939 -3.261 -0.852 1.7 -2.1 -1.5
H 1.036 3.417 5.425 -0.8 -0.4 -0.3
H 0.459 -2.683 -1.959 0.0 0.6 -0.8
C -6.189 -1.646 2.402 -1.3 1.1 0.2
H 5.485 -8.131 -2.963 -0.4 0.4 0.3
H -2.355 3.242 0.461 -0.1 -0.3 -0.5
C 6.200 -4.516 -1.784 -0.1 -1.2 -0.3
H -1.923 2.287 -3.950 -0.9 -0.5 0.4
H -0.091 1.649 -3.967 0.1 0.0 0.0
H 1.213 5.286 -0.108 0.1 -0.3 0.3
N 6.852 -6.689 -2.595 0.3 0.1 -0.4
H -3.659 2.302 -3.316 0.8 -0.3 -0.3
C 0.190 2.111 -1.876 -1.6 0.9 0.9
H 8.228 -5.237 -2.273 -0.3 0.3 0.2
C -2.451 0.713 -2.409 0.6 0.6 0.4
H 4.793 0.635 2.089 0.3 0.1 0.3
C 4.826 -4.929 -1.804 0.9 -0.5 0.2
H -3.314 -1.813 -0.873 0.5 0.1 0.0
H 1.549 2.927 0.116 -0.2 0.5 1.1
H 4.557 2.162 3.018 0.0 -0.2 0.4
H -1.125 -1.109 -0.992 0.0 -0.2 0.7
C 0.752 -1.635 1.753 1.2 -1.9 1.2
C 0.546 1.369 -3.134 0.7 0.2 -0.1
H 6.586 -3.573 -1.362 -0.7 -0.4 -0.5
C 1.140 3.435 1.024 -0.1 -0.3 -0.8
H -8.215 -0.966 1.832 1.0 -1.0 -0.3
C -6.926 -1.058 0.111 -0.2 1.1 0.2
H 1.051 -1.547 2.838 -1.4 0.3 -1.0
H -3.393 0.405 -1.878 0.8 0.2 -0.5
C -7.223 -1.336 1.455 -0.2 1.3 0.9
C 0.641 -2.234 -1.004 -0.4 0.3 1.2
N -3.506 -2.109 0.068 1.7 -0.1 1.8
C 1.780 -2.626 -0.302 1.5 -0.2 1.4
C 7.160 -5.455 -2.224 -0.6 0.2 0.3
C -0.338 -1.465 -0.322 -1.4 -1.5 -0.6
H 2.527 0.448 2.889 0.0 -0.1 -0.3
Fe 1.895 -0.349 -0.264 -1.0 -0.6 0.2
C 1.344 4.941 0.929 -0.3 1.0 -0.2
C -4.629 -1.541 0.638 -0.9 -1.4 -0.7
H 2.719 0.785 1.092 -0.7 0.2 0.7
H -0.596 2.769 3.247 1.3 -0.3 0.4
H 0.214 1.187 3.373 -0.2 0.4 0.3
H 0.626 5.505 1.517 -0.3 -0.2 0.1
H -3.177 4.867 -0.986 0.4 0.3 -0.8
H 0.070 3.170 1.134 0.2 0.2 -0.6
H -1.423 4.754 -1.323 -0.7 -0.5 -0.3
C 4.505 -6.293 -2.207 1.0 0.7 0.3
C 0.348 2.266 3.625 -0.5 -0.6 0.5
```
Positions in Å, forces in eV/Å.

Output
- HOMO-LUMO gap (spin up / spin down): 4.69 / 2.71 eV
- <S²>: 6.025
- Multiplicity: 5
- Net charge: +2

Entry 3:
The following is a quantum chemistry calculation of a molecular structure, C25H33N4O5S2Ti, from the OMol25 dataset.

Geometry as XYZ:
```
70
Properties=species:S:1:pos:R:3:forces:R:3
O 1.280 5.636 2.238 0.0 -0.1 0.0
H -0.161 -3.472 -0.238 0.0 0.0 0.0
C 0.786 -1.603 4.078 -0.1 0.0 0.2
O -1.721 -1.922 -0.535 0.0 -0.1 -0.2
H -0.726 1.208 -6.755 0.0 0.0 0.0
N -1.330 -2.075 2.741 -0.1 0.1 0.1
H 1.918 2.967 -0.890 0.0 0.0 0.0
H 2.530 2.027 -4.151 0.0 0.0 0.0
C -0.543 -2.339 3.987 -0.1 -0.1 -0.1
H 0.661 -0.561 4.367 0.0 0.0 -0.1
H 3.548 4.035 -3.412 0.0 0.0 0.0
H 3.157 -3.437 2.247 0.0 0.0 0.0
H -0.914 -1.703 -3.006 0.0 0.0 0.0
H -2.123 -1.495 3.005 0.0 0.0 0.0
H -0.214 -4.664 2.326 0.0 0.0 0.0
C 1.546 -0.780 -1.400 0.0 0.1 -0.1
H -0.578 -0.750 -5.256 0.0 0.0 0.0
H -2.415 -3.896 2.987 0.1 -0.1 0.0
C 3.067 2.153 -3.202 -0.1 -0.1 0.0
H 2.129 5.663 2.691 0.0 0.1 0.0
C -1.909 -3.339 2.195 -0.1 0.2 0.0
H 4.077 1.752 -3.340 0.0 0.0 0.0
C 1.193 1.098 -0.094 -0.1 0.3 0.4
C -1.204 -0.229 -4.542 0.1 -0.1 0.0
C 2.365 1.322 -2.166 0.0 0.1 -0.1
H -3.159 2.518 -4.282 0.0 0.0 0.0
N 1.035 -0.225 -0.293 0.0 0.2 -0.1
H 1.637 -4.823 0.789 0.0 0.0 0.0
C -2.658 1.602 -3.998 0.0 -0.1 0.1
S 1.715 -1.548 2.534 -0.2 0.2 -0.2
H 1.401 -2.060 4.854 0.0 0.0 0.0
C 0.218 3.493 2.670 0.0 0.1 0.0
H -0.366 -3.412 4.038 0.0 0.0 0.0
H -2.476 1.161 -6.945 0.0 0.0 0.0
S -2.554 -0.693 -0.790 0.0 0.0 0.1
N -0.055 0.815 1.970 0.0 0.2 -0.3
H 1.669 -3.883 3.050 0.0 0.0 0.0
O 3.079 3.490 -2.773 0.0 0.0 0.0
H -3.529 1.568 -2.038 0.0 0.0 0.0
C -1.384 -0.768 -3.277 0.0 0.0 0.0
H -2.662 -3.066 1.458 0.0 0.0 0.0
Ti -0.473 -1.042 0.930 0.3 -1.0 0.6
H 1.366 3.670 0.887 0.0 0.0 0.0
H -1.156 -2.100 4.858 0.0 0.0 0.0
C -0.523 2.621 3.459 -0.1 -0.1 0.0
C 1.520 -3.740 0.885 0.0 0.0 0.0
H 2.632 -0.551 -3.218 0.0 0.0 0.0
C -0.810 -4.170 1.560 0.1 -0.1 0.0
H 2.092 -3.282 0.077 0.0 0.0 0.0
C 2.077 -3.296 2.227 0.0 -0.2 0.0
C -2.212 -0.106 -2.386 -0.1 0.3 0.0
H -1.218 0.608 3.663 0.0 0.0 0.0
O -3.955 -0.819 -0.612 0.0 -0.1 0.1
H -1.250 -4.965 0.958 0.0 0.0 0.0
N 0.110 -3.339 0.731 -0.2 0.3 0.0
H 1.371 -1.840 -1.533 0.0 0.0 0.0
C -1.830 0.954 -4.919 -0.1 0.1 0.0
O -1.889 0.242 0.205 -0.1 -0.1 0.1
C -0.636 1.303 3.071 0.1 0.1 0.0
H 0.530 5.061 4.098 0.0 0.0 0.0
H -1.017 2.953 4.363 0.0 0.0 0.0
C 0.801 2.995 1.511 -0.1 0.0 0.2
H -1.713 2.603 -6.293 0.0 0.0 0.0
H -0.639 5.414 2.838 0.0 0.0 0.0
C 2.232 -0.052 -2.345 -0.1 -0.1 0.1
C 1.826 1.902 -1.023 0.1 -0.2 -0.1
C -2.865 1.077 -2.737 0.1 -0.1 -0.2
C -1.668 1.515 -6.302 0.0 0.0 0.0
C 0.337 4.956 3.027 0.0 0.0 0.0
C 0.629 1.664 1.180 0.3 -0.1 -0.4
```
Positions in Å, forces in eV/Å.

Output
- HOMO-LUMO gap (spin up / spin down): 8.06 / 8.13 eV
- <S²>: 0.753
- Multiplicity: 2
- Net charge: +2

Entry 4:
The following is a quantum chemistry calculation of a molecular structure, C6H13N4O2, from the OMol25 dataset.

Geometry as XYZ:
```
25
Properties=species:S:1:pos:R:3:forces:R:3
C 0.519 -0.560 1.753 -1.1 0.8 2.3
H 1.995 -1.921 0.142 -0.1 0.5 0.1
C -1.393 1.234 0.093 -2.4 -2.4 0.4
H -0.992 2.183 -0.110 -0.6 1.8 1.2
O 1.437 2.008 0.100 -0.4 -0.2 -0.3
C 0.837 1.432 -0.783 -0.4 -1.8 -0.4
N -2.562 0.078 -1.788 2.6 -2.2 -0.3
H -0.394 -1.586 0.200 0.7 0.5 -0.6
N -1.378 -0.394 -1.779 0.2 -0.2 0.5
H 1.761 2.196 -2.255 1.0 1.0 -1.0
O -0.874 -1.330 -2.420 -0.9 1.5 0.7
N 1.062 1.527 -2.091 0.0 0.3 0.7
C -2.740 1.082 -0.834 0.8 2.7 0.5
H -1.788 0.886 1.072 0.8 1.2 -0.2
H 0.933 0.433 1.754 0.7 0.2 0.4
H 1.343 -1.318 -1.333 0.0 -0.3 -0.8
H 0.567 1.094 -2.842 -0.3 -0.3 -0.1
C -0.285 0.407 -0.412 -2.3 0.3 -1.5
C 1.550 -1.029 -0.322 1.7 -2.9 -1.7
H 2.292 -0.237 -0.422 -0.6 0.2 1.0
H -2.792 2.035 -1.392 -0.1 -0.2 0.1
H -0.449 -0.415 2.254 0.1 -0.2 -0.3
H 1.083 -1.274 2.501 -0.7 0.7 -2.7
H -3.704 1.107 -0.274 0.9 -0.9 -0.3
N 0.259 -0.778 0.269 0.1 -0.2 2.3
```
Positions in Å, forces in eV/Å.

Output
- HOMO-LUMO gap: 10.16 eV
- Net charge: +1

Entry 5:
The following is a quantum chemistry calculation of 2 unconnected molecules or ions with the total composition C4H7N3S2, from the OMol25 dataset.

Geometry as XYZ:
```
16
Properties=species:S:1:pos:R:3:forces:R:3
H 1.571 2.900 0.075 2.4 -0.6 1.6
H -0.577 -1.294 1.792 -1.8 -0.7 -0.7
N 1.827 0.142 -0.206 -2.1 1.6 -0.6
C 0.588 0.164 -0.445 0.8 -0.2 0.5
H -2.310 -1.691 -2.030 -0.2 -0.2 -1.2
S -1.078 -2.088 -0.433 1.6 0.4 1.1
S -0.316 1.561 -0.624 -1.0 0.5 -0.3
C 0.765 3.059 -0.521 -2.2 -2.2 0.2
N -2.447 -1.720 -1.042 -1.2 0.5 0.1
C 2.619 -0.781 0.192 0.9 -0.5 -0.1
H -1.426 -2.774 1.719 -0.7 -4.4 2.2
H 0.142 3.778 -0.113 -1.2 1.5 0.9
H 0.989 3.303 -1.479 1.0 0.8 -2.8
C -1.484 -1.870 1.343 2.9 5.0 -2.4
N 3.529 -1.398 0.509 1.0 -1.3 0.6
H -2.394 -1.291 1.263 -0.2 -0.2 0.7
```
Positions in Å, forces in eV/Å.

Output
- HOMO-LUMO gap (spin up / spin down): 8.06 / 6.62 eV

Entry 6:
The following is a quantum chemistry calculation of a molecular structure, C18H19Cl2IrN5O4S, from the OMol25 dataset.

Geometry as XYZ:
```
50
Properties=species:S:1:pos:R:3:forces:R:3
H -4.327 -3.096 -0.148 0.0 -0.1 0.1
H -2.198 -5.921 -1.467 0.0 0.2 -0.1
C -1.980 -4.946 -1.916 0.0 0.0 -0.2
S 1.993 1.017 -1.437 6.1 -0.8 0.6
H -1.615 4.649 3.719 0.1 -0.2 -0.2
H 4.924 1.017 2.695 0.1 0.0 -0.1
O -0.378 -0.462 3.601 0.5 -1.0 -1.2
C -3.173 -4.004 -1.753 0.3 -0.3 0.4
H -1.624 1.017 0.132 2.0 0.1 0.0
N -0.458 2.194 1.305 -0.2 2.5 2.7
H -2.745 -0.486 -0.688 0.0 -0.2 -0.1
C -1.053 2.562 3.431 -0.6 1.7 1.3
C -1.267 3.913 2.995 0.3 -0.6 -0.8
N -0.672 -2.004 -2.664 0.9 2.7 2.2
Cl 1.958 1.017 1.672 6.8 1.2 0.4
N 0.071 -1.066 -2.091 -0.7 -1.4 -0.9
N -1.889 -1.863 -2.118 0.6 1.4 0.7
C -0.618 1.674 2.490 0.4 -3.9 0.7
C -0.612 3.378 0.780 0.8 0.5 -4.1
Cl 5.081 1.017 -2.970 -0.1 0.0 1.1
C -1.885 -0.823 -1.245 -0.5 -1.4 -0.8
H 7.118 1.017 1.500 -0.1 0.0 0.0
H -0.685 0.093 4.337 0.1 0.0 -0.6
C 3.808 1.017 -0.534 -3.1 -0.2 -0.5
H -3.721 -4.716 0.223 0.1 0.2 -0.1
C 5.039 1.017 -1.215 0.1 0.0 -0.4
C 6.232 1.017 -0.473 -0.6 0.0 0.5
O 0.153 2.260 -1.318 -0.8 -1.1 -2.3
H -1.211 5.356 1.331 0.0 -0.1 0.2
H -1.082 -4.553 -1.430 -0.1 0.0 0.0
H -1.234 2.289 4.462 0.0 0.1 0.0
C 3.776 1.017 0.869 -0.2 0.1 -0.1
C -1.045 4.334 1.646 -0.7 1.5 1.9
C -0.232 3.268 -0.704 -3.5 8.6 5.2
H -4.047 -4.509 -2.185 0.1 0.3 -0.1
O 0.147 -0.448 1.386 -1.7 -2.8 -1.3
N -0.672 -0.321 -1.205 0.3 -3.4 -2.7
H -1.755 -5.111 -2.975 0.0 0.0 0.1
H 7.188 1.017 -0.982 -0.1 0.0 -0.1
O -0.369 4.464 -1.311 0.7 -1.6 -1.1
C -3.473 -3.770 -0.272 -0.2 0.2 -0.1
Ir 0.101 1.017 0.132 -0.3 -7.4 -7.2
C 6.194 1.017 0.936 -0.8 0.0 -1.1
H -2.615 -3.338 0.253 0.0 -0.1 0.0
H -2.866 -2.896 -3.600 0.1 0.1 0.3
H -0.103 4.270 -2.236 -0.2 0.9 0.1
C 4.964 1.017 1.612 -1.2 0.0 0.0
C -0.239 0.158 2.402 -3.5 4.8 7.9
C -2.997 -2.687 -2.531 -1.4 -0.8 -0.6
H -3.904 -2.077 -2.439 0.2 -0.1 0.0
```
Positions in Å, forces in eV/Å.

Output
- HOMO-LUMO gap (spin up / spin down): 5.28 / 4.83 eV
- <S²>: 8.789
- Multiplicity: 6
- Net charge: +2